[1]
ORCA calculation (wB97M-V/def2-TZVPD) on a structure of composition ClTi2.

Last column: Löwdin charge in e.
Cartesian coordinates (Å):
Ti -0.5862 -0.5876 -1.8524  0.853
Ti -0.2317 1.4247 1.2485  0.808
Cl 0.8179 -0.8371 0.6039  0.339

Frontier orbital gap (alpha / beta), eV: 4.2 / 8.3
Total energy, eV: -58725.45079
Spin multiplicity: 8
Expectation value of S²: 15.753
Net charge: +2



[2]
ORCA calculation (wB97M-V/def2-TZVPD) on the molecule C4H9NO.

Last column: Löwdin charge in e.
Cartesian coordinates (Å):
C 1.8483 0.4670 -0.9460  -0.116
N 0.8769 0.9950 0.0013  -0.096
C -0.3939 0.4100 0.3758  -0.364
C -1.6006 0.8602 -0.4831  -0.035
C -0.2806 -1.1188 0.2499  -0.257
O -0.4335 -1.8608 1.1703  0.080
H 2.0412 1.2110 -1.7075  0.071
H 2.8059 0.2919 -0.4492  0.075
H 1.5229 -0.4331 -1.4611  0.063
H 0.7691 1.9926 -0.0854  0.101
H -0.5807 0.5022 1.4473  0.134
H -2.1203 -0.0079 -0.8911  0.071
H -2.2875 1.4314 0.1380  0.074
H -1.2206 1.4368 -1.3238  0.076
H -0.1154 -1.4962 -0.7817  0.122

Frontier orbital gap, eV: 9.7
Total energy, eV: -7830.24750
SMILES: CN[C@@H](C)C=O
Net charge: 0



[3]
ORCA calculation (wB97M-V/def2-TZVPD) on the molecule C6H14NP.

Last column: Löwdin charge in e.
Cartesian coordinates (Å):
H -3.9701 -1.4035 0.5133  -0.114
P -2.9212 -0.2333 0.5872  0.774
N -1.7879 -0.9033 -0.1985  -0.379
C -0.4166 -0.4624 -0.5250  -0.420
C 0.4933 -1.4852 0.2602  -0.249
C 1.9697 -1.5412 0.0409  -0.110
C 0.2238 0.8818 -0.3917  -0.407
C -0.6747 1.8848 -1.0096  -0.099
C 0.3378 1.3300 1.1292  -0.055
H -0.4240 -0.7949 -1.6327  0.165
H 0.2346 -1.3297 1.2830  0.087
H 0.1797 -2.4703 0.0746  0.085
H 2.2041 -1.5874 -1.0057  0.068
H 2.2732 -2.5845 0.3844  0.102
H 2.5899 -0.7943 0.4638  0.055
H 1.2005 0.8319 -0.8388  0.128
H -1.7207 1.6998 -0.8168  0.032
H -0.5575 1.7424 -2.0380  0.068
H -0.3771 2.8454 -0.6630  0.076
H 0.8642 0.6417 1.8133  0.071
H -0.6784 1.4695 1.4051  0.031
H 0.9571 2.2627 1.1648  0.091

Frontier orbital gap, eV: 8.6
Total energy, eV: -17225.62890
SMILES: [H]/P=N/[C@H](CC)C(C)C
Net charge: 0



[4]
ORCA calculation (wB97M-V/def2-TZVPD) on the molecule C3H5F2N3.

Last column: Löwdin charge in e.
Cartesian coordinates (Å):
H 2.7624 -0.1326 -0.1747  -0.007
N 2.0651 0.0640 0.4999  0.120
C 0.7601 -0.0067 -0.0085  -0.352
N 0.4935 -0.0610 -1.3621  -0.026
N -0.9059 0.2419 -1.9203  -0.018
C -0.3305 0.2305 0.8875  -0.261
F -0.6974 1.4975 0.5277  0.042
C -0.6726 -0.2486 2.0525  0.007
F -0.0909 -1.4609 2.5112  -0.035
H 1.2353 -0.3980 -2.1010  0.186
H -1.5774 -0.6868 -2.0317  0.142
H -1.4657 1.0253 -1.6039  0.047
H -1.5758 -0.0644 2.7234  0.156

Frontier orbital gap, eV: 9.8
Total energy, eV: -13092.77642
SMILES: [H]/N=C(NN)/C(F)=C\F
Net charge: 0



[5]
ORCA calculation (wB97M-V/def2-TZVPD) on a cluster of 2 separate species, C2H4NS in total.

Last column: Löwdin charge in e.
Cartesian coordinates (Å):
C -0.4123 -0.0798 0.8841  -0.336
C -0.2808 0.5786 -0.4095  -0.520
N 0.5883 -0.4635 -0.2976  0.008
S -1.7912 -0.3705 -0.1409  1.056
H -0.3145 0.0642 1.9457  0.133
H -0.0853 1.5974 -0.7167  0.146
H 2.0019 -0.1133 -0.3590  0.398
H 0.2939 -1.2131 -0.9060  0.114

Frontier orbital gap, eV: 9.2
Total energy, eV: -14452.01063
Net charge: +1



[6]
ORCA calculation (wB97M-V/def2-TZVPD) on a structure of composition C23H32AuN5O2.

Last column: Löwdin charge in e.
Cartesian coordinates (Å):
Au 0.7239 0.3954 2.0787  0.809
C 0.5538 1.1686 7.5060  -0.012
O -0.0409 0.9698 6.2106  0.018
C 0.6942 0.8517 5.1243  -0.555
O 0.0822 0.7081 4.0580  -0.135
N 2.0299 0.8910 5.2482  0.024
N 2.8391 0.7996 4.1187  0.040
H -0.2809 1.2502 8.1923  0.108
H 1.1284 2.0949 7.5287  0.107
H 1.1658 0.3105 7.7853  0.107
H 2.4431 1.0227 6.1577  0.143
H 3.4309 -0.0195 4.1739  0.106
H 3.3979 1.6369 4.0149  0.107
N -3.1775 -0.0830 2.2829  0.191
C -4.3050 0.0194 1.2698  -0.261
C -4.2404 -1.2047 0.3607  -0.096
C -2.9284 -1.2493 -0.4243  -0.337
N -1.8374 -1.5415 0.5351  0.040
C -2.6705 0.0623 -1.1705  -0.098
C -2.9179 1.3691 -0.4050  -0.363
N -1.7637 1.7286 0.4408  0.031
C -4.1747 1.3032 0.4624  -0.102
H -3.4603 -0.6120 3.1054  0.165
H -2.8416 0.8298 2.5823  0.136
H -2.3781 -0.6025 1.7741  0.085
H -5.2396 0.0331 1.8286  0.153
H -5.0862 -1.1525 -0.3263  0.138
H -4.3637 -2.1252 0.9380  0.129
H -2.9942 -2.0408 -1.1751  0.144
H -0.9268 -1.3182 0.1464  0.038
H -1.8352 -2.5282 0.7740  0.111
H -3.3157 0.0674 -2.0520  0.131
H -1.6426 0.0599 -1.5466  0.112
H -3.0969 2.1362 -1.1661  0.142
H -2.0232 2.5389 0.9982  0.081
H -0.9946 2.0470 -0.1387  0.063
H -5.0550 1.3611 -0.1805  0.138
H -4.2260 2.1759 1.1206  0.128
C 1.1796 0.0696 0.2074  -0.188
C 1.5637 -0.1312 -0.9384  -0.124
C 1.9989 -0.3577 -2.2383  -0.076
C 2.6596 0.7224 -2.9401  -0.175
C 2.2859 2.0521 -2.6843  -0.001
C 2.8915 3.0852 -3.3672  -0.043
C 3.9097 2.8115 -4.2763  -0.028
C 4.3231 1.5045 -4.5037  -0.037
C 3.6986 0.4607 -3.8495  -0.008
C 1.7952 -1.6536 -2.8392  -0.171
C 1.7462 -1.8045 -4.2370  -0.003
C 1.5565 -3.0544 -4.7929  -0.036
C 1.4185 -4.1649 -3.9691  -0.026
C 1.4472 -4.0296 -2.5827  -0.045
C 1.6181 -2.7840 -2.0197  -0.002
H 1.4989 2.2511 -1.9693  0.111
H 2.5812 4.1061 -3.1935  0.117
H 4.3926 3.6251 -4.8011  0.121
H 5.1348 1.3030 -5.1888  0.121
H 4.0410 -0.5540 -3.9990  0.127
H 1.8080 -0.9350 -4.8760  0.125
H 1.5103 -3.1662 -5.8672  0.121
H 1.2757 -5.1433 -4.4087  0.122
H 1.3406 -4.9018 -1.9526  0.116
H 1.6521 -2.6647 -0.9445  0.115

Frontier orbital gap, eV: 7.2
Total energy, eV: -39593.14110
Net charge: +2



[7]
ORCA calculation (wB97M-V/def2-TZVPD) on a cluster of 13 separate species, C4H35N3O13 in total.

Last column: Löwdin charge in e.
Cartesian coordinates (Å):
N 3.7992 -0.4851 -2.4138  -0.021
C 2.3705 -1.0278 -2.2381  -0.181
C 1.7601 -0.2500 -1.0776  -0.554
N 0.4704 0.1346 -0.9744  0.049
C -0.5631 -0.1853 -1.9907  -0.179
C -0.2484 0.6493 -3.2458  -0.255
N 0.0673 2.0599 -2.9636  -0.021
O 2.4705 -0.1641 -0.0629  -0.120
H 4.2571 -0.6195 -1.5262  0.034
H 3.7274 0.4678 -2.7326  0.037
H 2.4203 -2.1068 -2.0440  0.093
H 2.0739 -0.8597 -3.2690  0.073
H -0.0116 0.1125 -0.0684  0.091
H -0.7280 -1.2143 -2.3085  0.102
H -1.5620 0.1659 -1.7016  0.083
H -1.1042 0.6804 -3.9475  0.106
H 0.5455 0.2782 -3.9253  0.086
H 0.1883 2.5409 -3.8587  0.085
H 0.9583 2.2710 -2.5184  0.028
H -3.0259 1.7231 -1.0851  0.007
H -4.2416 0.9678 -1.7643  0.047
O -3.6705 0.9746 -0.9947  -0.086
H -0.3898 -0.6206 3.7944  -0.007
H -0.5277 -1.0180 5.1988  0.037
O -1.0107 -1.1501 4.3724  -0.108
H 1.6386 2.4266 1.0357  0.042
H 2.7295 1.2048 0.4886  -0.043
O 2.5208 2.0897 0.8136  -0.093
H -0.8731 -3.4995 2.6808  0.059
H -1.5246 -2.0912 2.4824  0.011
O -0.9738 -2.7641 2.0599  -0.056
H -2.1721 0.7682 2.1446  0.010
H -1.2198 1.9333 2.6021  0.066
O -1.3828 1.3142 1.8702  -0.086
H 2.2768 3.0993 -0.7724  0.008
H 3.0951 3.9637 -1.8083  0.043
O 2.3991 3.2937 -1.7253  -0.088
H -1.1341 2.5029 -0.3218  0.022
H -1.1527 2.7373 -1.8217  0.026
O -1.7409 2.8094 -1.0080  -0.099
H -0.6341 -2.7494 -0.0996  0.019
H -1.7147 -3.6519 0.0965  0.027
O -1.2557 -3.2489 -0.6576  -0.090
H -3.4997 -0.3572 3.6493  0.051
H -3.5290 -0.7596 2.2217  0.028
O -3.5443 0.0497 2.7745  -0.064
H 3.1158 -1.8958 1.0249  -0.009
H 2.6335 -2.4277 2.3425  0.015
O 2.9672 -2.7371 1.4823  -0.096
H -2.4655 -1.7679 0.0149  -0.011
H -3.6123 -0.6255 -0.2386  0.009
O -3.2641 -1.3365 0.3367  -0.080
H 1.6431 -0.1008 2.4990  0.040
H 0.0504 0.2112 2.1411  0.008
O 0.7610 0.1155 2.8192  -0.091

Frontier orbital gap (alpha / beta), eV: 2.7 / 8.1
Total energy, eV: -35804.32373
Spin multiplicity: 2
Expectation value of S²: 0.754
Net charge: -1



[8]
ORCA calculation (wB97M-V/def2-TZVPD) on a structure of composition C3H4ClNS.

Last column: Löwdin charge in e.
Cartesian coordinates (Å):
C -0.3065 -1.1238 2.0067  -0.296
C 0.6965 0.8891 -1.3233  -0.318
C -0.1511 -0.4936 0.6976  -0.723
N -0.5722 -1.5417 3.0263  0.187
S 0.7579 0.9007 0.5152  0.914
Cl -2.2740 0.0553 0.1010  0.173
H -0.3101 0.7700 -1.4446  -0.056
H 1.0604 -0.0485 -1.8339  0.085
H 1.1868 1.7389 -1.6676  0.020
H -0.0876 -1.1463 -0.0775  0.015

Frontier orbital gap, eV: 8.5
Total energy, eV: -28021.55001
Net charge: 0